Molecular formula: C2H4BrN2
Method: DFT, wB97M-V/def2-TZVPD

Geometry as ORCA input:
```
! RIJCOSX wB97M-V def2-TZVPD def2/J DEFGRID3
* xyz 1 1
C -0.34 1.05 2.52
C 0.44 -0.83 -1.24
N 0.58 -0.18 -0.02
N -0.35 0.21 0.70
Br -0.59 2.71 2.13
H 1.23 -1.63 -1.07
H -0.60 -1.03 -1.52
H 0.91 -0.12 -1.98
H -1.27 -0.18 0.47
*
```

frontier orbital gap	8.2	eV
energy relative to the best compared isomer or geometry (same formula, charge and spin)	5.7429	eV
E_LUMO	-6.70	eV


Molecular formula: C49H54Cl3IN5O10P4Y
Method: DFT, wB97M-V/def2-TZVPD

Geometry as ORCA input:
```
! RIJCOSX wB97M-V def2-TZVPD def2/J DEFGRID3
* xyz 0 1
Y 0.20 0.22 0.14
C -3.61 3.91 -2.27
N -2.79 2.72 -2.13
C -3.50 1.45 -2.29
P -1.17 2.82 -2.21
O -0.56 1.49 -1.99
O -0.79 3.94 -1.14
P -0.05 3.78 0.31
O 0.55 2.41 0.35
N 1.15 4.88 0.25
C 0.86 6.28 -0.04
C 2.38 4.67 1.01
N -1.25 4.35 1.24
C -2.53 3.63 1.31
C -0.97 5.14 2.44
N -0.63 3.52 -3.59
C -0.49 4.94 -3.82
C -0.59 2.69 -4.79
H -4.46 3.85 -1.58
H -4.00 4.02 -3.29
H -3.04 4.81 -2.01
H -3.93 1.36 -3.29
H -4.29 1.38 -1.54
H -2.81 0.62 -2.12
H -0.11 6.38 -0.53
H 1.62 6.68 -0.71
H 0.85 6.89 0.87
H 2.46 3.63 1.32
H 2.40 5.29 1.91
H 3.24 4.92 0.39
H -2.72 3.06 0.40
H -2.53 2.93 2.15
H -3.33 4.37 1.44
H 0.08 5.43 2.50
H -1.20 4.57 3.34
H -1.58 6.05 2.42
H -0.62 5.51 -2.90
H -1.24 5.29 -4.55
H 0.50 5.17 -4.22
H -0.75 1.64 -4.54
H 0.39 2.77 -5.27
H -1.36 2.99 -5.50
Cl 2.19 0.03 -6.77
C 1.47 -0.31 -5.21
C 0.37 -1.09 -5.14
C -0.23 -1.38 -3.89
I -1.99 -2.48 -3.85
C 0.29 -0.93 -2.69
O -0.22 -1.20 -1.53
C 1.46 -0.06 -2.79
N 1.90 0.52 -1.63
C 2.86 1.40 -1.68
C 3.51 1.75 -2.88
C 3.10 1.18 -4.04
C 2.03 0.26 -4.04
H -0.07 -1.49 -6.05
H 3.15 1.87 -0.75
H 4.32 2.48 -2.85
H 3.58 1.42 -4.98
O -3.99 0.71 0.99
C -2.93 0.13 0.84
O -1.86 0.66 0.31
C -2.81 -1.35 1.19
P -1.13 -1.84 1.74
C -1.19 -3.68 1.64
C -0.07 -4.41 2.05
C -0.09 -5.79 2.08
C -1.23 -6.48 1.70
C -2.35 -5.78 1.30
C -2.33 -4.38 1.27
C -1.11 -1.84 3.58
C -2.27 -1.98 4.34
C -2.18 -2.15 5.72
C -0.94 -2.21 6.34
C 0.21 -2.07 5.58
C 0.13 -1.88 4.21
H -2.95 -1.87 0.23
H -3.62 -1.63 1.86
H 0.83 -3.89 2.36
H 0.79 -6.33 2.41
H -1.25 -7.57 1.73
H -3.25 -6.30 1.01
H -3.22 -3.86 0.95
H -3.24 -1.95 3.88
H -3.09 -2.26 6.30
H -0.87 -2.35 7.41
H 1.19 -2.09 6.06
H 1.04 -1.75 3.63
Cl 3.29 -0.22 1.10
C 3.69 -1.81 1.70
C 4.45 -1.86 2.86
C 4.78 -3.10 3.39
C 4.34 -4.26 2.76
C 3.58 -4.18 1.61
C 3.24 -2.95 1.03
P 2.13 -2.67 -0.41
C 1.53 -4.33 -0.93
C 0.18 -4.45 -1.26
C -0.32 -5.66 -1.74
C 0.53 -6.75 -1.90
C 1.88 -6.62 -1.60
C 2.38 -5.41 -1.14
C 3.35 -2.43 -1.80
C 4.56 -1.76 -1.63
C 5.39 -1.49 -2.72
C 5.02 -1.89 -3.99
C 3.82 -2.57 -4.18
C 3.00 -2.83 -3.09
H 4.76 -0.94 3.34
H 5.37 -3.15 4.29
H 4.58 -5.22 3.18
H 3.21 -5.09 1.16
H -0.47 -3.59 -1.17
H -1.36 -5.74 -2.01
H 0.14 -7.69 -2.27
H 2.55 -7.46 -1.75
H 3.45 -5.31 -0.98
H 4.88 -1.44 -0.65
H 6.32 -0.97 -2.56
H 5.67 -1.68 -4.84
H 3.52 -2.89 -5.17
H 2.06 -3.35 -3.27
O 0.54 1.02 4.72
Cl 0.13 1.41 3.41
O 0.39 2.81 3.19
O -1.27 1.11 3.18
O 0.92 0.61 2.39
*
```

frontier orbital gap	7.4	eV
energy relative to the best compared isomer or geometry (same formula, charge and spin)	0.4519	eV
E_LUMO	0.06	eV


Molecular formula: C2H2Cl2O2S
Method: DFT, wB97M-V/def2-TZVPD

Geometry as ORCA input:
```
! RIJCOSX wB97M-V def2-TZVPD def2/J DEFGRID3
* xyz 0 1
C -0.24 0.00 0.03
C -0.02 0.24 -2.85
O 0.93 0.90 -3.06
O -1.90 -1.57 -1.04
S -1.89 -0.46 -0.10
Cl -1.26 -0.46 -3.60
Cl -2.58 1.34 -1.17
H 0.02 0.86 0.61
H 0.51 -0.75 -0.15
*
```

frontier orbital gap (spin up / spin down)	8.8 / 6.4	eV
energy relative to the best compared isomer or geometry (same formula, charge and spin)	4.0658	eV
E_LUMO (spin up / spin down)	-0.62 / -1.95	eV


Molecular formula: C5H9NS
Method: DFT, wB97M-V/def2-TZVPD

Geometry as ORCA input:
```
! RIJCOSX wB97M-V def2-TZVPD def2/J DEFGRID3
* xyz 0 1
C 0.60 -0.74 -0.96
C -0.72 -0.47 -0.28
C -0.69 -0.45 1.25
C 0.66 1.35 0.57
C 0.16 0.68 -0.71
H 0.18 -2.55 -2.43
H 1.42 -1.10 -0.32
H -1.64 -0.72 -0.83
H -1.66 -0.65 1.68
H 0.00 -1.19 1.60
H -0.99 1.50 1.71
H 0.62 2.42 0.51
H 1.70 1.03 0.76
H -0.11 1.30 -1.55
N -0.20 0.87 1.67
S 0.65 -1.31 -2.66
*
```

frontier orbital gap	9.9	eV
structure (SMILES)	S[C@@H]1[C@H]2CNC[C@@H]12
energy relative to the best compared isomer or geometry (same formula, charge and spin)	1.0214	eV
E_LUMO	0.98	eV


Molecular formula: C7H4BiNO4Te4
Method: DFT, wB97M-V/def2-TZVPD

Geometry as ORCA input:
```
! RIJCOSX wB97M-V def2-TZVPD def2/J DEFGRID3
* xyz 0 1
Bi -1.66 -1.95 -0.02
O 1.29 0.50 -3.47
C 0.62 -0.10 -2.47
O -0.26 -0.89 -2.64
C 1.11 0.33 -1.11
C 2.23 1.12 -0.93
C 2.61 1.42 0.38
C 1.86 0.94 1.43
C 0.75 0.15 1.14
N 0.39 -0.15 -0.10
C -0.09 -0.43 2.27
O 0.23 -0.15 3.41
O -1.07 -1.21 1.94
H 0.91 0.15 -4.29
H 2.78 1.48 -1.78
H 3.48 2.04 0.56
H 2.10 1.13 2.46
Te -3.70 -3.34 1.41
Te -4.92 -1.17 2.45
Te -5.60 -0.24 0.04
Te -3.07 0.39 -0.70
*
```

frontier orbital gap	6.9	eV
energy relative to the best compared isomer or geometry (same formula, charge and spin)	0.0000	eV
E_LUMO	-0.70	eV


Molecular formula: Cl2H2OSi
Method: DFT, wB97M-V/def2-TZVPD

Geometry as ORCA input:
```
! RIJCOSX wB97M-V def2-TZVPD def2/J DEFGRID3
* xyz 0 1
O 0.53 -1.55 0.72
Si -0.31 0.76 0.09
Cl 1.52 -2.28 -0.41
Cl -0.89 0.67 -1.75
H 0.58 1.88 0.20
H -1.44 0.52 1.14
*
```

frontier orbital gap	7.8	eV
energy relative to the best compared isomer or geometry (same formula, charge and spin)	6.6241	eV
E_LUMO	-1.17	eV


Molecular formula: C20H37N3O4
Method: DFT, wB97M-V/def2-TZVPD

Geometry as ORCA input:
```
! RIJCOSX wB97M-V def2-TZVPD def2/J DEFGRID3
* xyz 0 1
O 1.33 -18.56 23.25
C 0.25 -18.34 23.74
O 0.05 -17.45 24.72
C 1.22 -16.86 25.28
C 0.80 -15.80 26.27
C -1.01 -19.06 23.37
H 1.84 -16.43 24.50
H 1.82 -17.64 25.77
H -0.02 -16.11 26.91
H 0.46 -14.89 25.77
H 1.65 -15.46 26.87
H -1.55 -18.53 22.58
H -1.68 -19.17 24.23
H -0.76 -20.05 23.02
O 0.83 -13.75 16.51
C 0.33 -13.53 17.59
O 0.80 -12.63 18.46
C 2.05 -12.02 18.17
C 2.04 -11.10 16.95
C -0.81 -14.33 18.14
H 2.82 -12.79 18.07
H 2.33 -11.46 19.05
H 2.76 -10.29 17.06
H 1.05 -10.68 16.80
H 2.28 -11.65 16.04
H -0.35 -15.24 18.54
H -1.55 -14.58 17.39
H -1.27 -13.90 19.03
C -4.84 -12.41 19.51
C -5.34 -11.62 18.33
C -6.51 -12.26 17.61
C -7.73 -12.28 18.41
N -8.67 -12.25 19.06
H -4.57 -13.43 19.21
H -5.63 -12.50 20.26
H -3.99 -12.01 20.05
H -4.56 -11.37 17.60
H -5.59 -10.61 18.69
H -6.27 -13.25 17.22
H -6.74 -11.66 16.72
C -2.94 -13.16 26.01
C -3.70 -11.96 26.58
C -4.71 -11.34 25.62
C -4.08 -11.04 24.32
N -3.58 -10.86 23.31
H -2.44 -12.95 25.07
H -3.67 -13.96 25.82
H -2.25 -13.56 26.75
H -2.99 -11.19 26.92
H -4.22 -12.27 27.49
H -5.09 -10.40 26.01
H -5.53 -12.02 25.41
C -3.78 -16.03 23.32
C -4.14 -15.74 21.88
C -2.93 -15.38 21.02
C -2.08 -14.28 21.44
N -1.41 -13.40 21.75
H -3.27 -17.00 23.37
H -4.67 -16.19 23.94
H -3.12 -15.32 23.81
H -4.85 -14.92 21.83
H -4.60 -16.61 21.42
H -3.33 -15.03 20.06
H -2.28 -16.22 20.74
*
```

frontier orbital gap	10.7	eV
structure (SMILES)	CCOC(C)=O.CCOC(C)=O.CCCC#N.CCCC#N.CCCC#N
E_LUMO	0.46	eV


Molecular formula: C4H5NO2
Method: DFT, wB97M-V/def2-TZVPD

Geometry as ORCA input:
```
! RIJCOSX wB97M-V def2-TZVPD def2/J DEFGRID3
* xyz 0 1
C 0.47 -0.18 -1.12
C -1.11 -0.14 -1.07
C 0.26 0.54 0.88
C -1.35 0.25 0.14
O 0.89 -1.44 -0.86
N 0.85 -0.37 1.53
O 1.05 0.64 -1.83
H 0.95 -1.53 0.13
H 1.41 -0.05 2.32
H -1.68 -0.09 -1.98
H 0.32 1.61 1.09
H -2.06 0.76 0.77
*
```

frontier orbital gap	9.1	eV
structure (SMILES)	[H]/N=C/C=C\C(=O)O
energy relative to the best compared isomer or geometry (same formula, charge and spin)	4.3660	eV
E_LUMO	-0.62	eV


Molecular formula: C30H33As2N9O3SV
Method: DFT, wB97M-V/def2-TZVPD

Geometry as ORCA input:
```
! RIJCOSX wB97M-V def2-TZVPD def2/J DEFGRID3
* xyz 0 4
V -0.23 -1.64 0.68
N 1.62 2.87 2.76
C 1.08 1.64 2.93
S 1.33 0.87 4.45
N 0.46 1.18 1.84
N -0.33 0.09 1.95
C -1.18 0.01 2.91
C -1.98 -1.21 3.03
C -2.96 -1.35 4.01
C -3.67 -2.53 4.07
C -3.39 -3.54 3.17
C -2.40 -3.33 2.22
N -1.70 -2.19 2.16
H 2.23 3.22 3.47
H 1.54 3.34 1.87
H -1.29 0.80 3.64
H -3.14 -0.54 4.70
H -4.44 -2.66 4.83
H -3.93 -4.48 3.18
H -2.14 -4.08 1.49
N 3.40 -1.69 2.99
C 2.09 -1.95 3.01
N 1.64 -1.93 1.77
C 2.74 -1.61 1.03
N 3.83 -1.45 1.74
C 2.60 -1.41 -0.41
C 3.67 -1.36 -1.30
N 3.48 -1.21 -2.60
C 2.23 -1.08 -3.01
C 1.15 -1.12 -2.14
N 1.34 -1.29 -0.83
H 4.00 -1.52 3.78
H 1.51 -2.12 3.90
H 4.68 -1.47 -0.93
H 2.06 -0.96 -4.07
H 0.13 -1.00 -2.47
C -1.47 2.54 -2.68
As -0.70 1.82 -1.01
C -2.32 1.99 0.07
C 0.21 3.49 -0.48
C -0.52 4.56 0.03
C 0.11 5.73 0.43
C 1.49 5.85 0.33
C 2.22 4.79 -0.19
C 1.60 3.61 -0.59
As 2.69 2.11 -1.25
C 3.93 3.12 -2.38
C 3.87 1.92 0.30
H -1.96 3.50 -2.51
H -2.20 1.83 -3.06
H -0.68 2.67 -3.42
H -2.97 2.80 -0.27
H -2.04 2.15 1.11
H -2.86 1.04 0.00
H -1.59 4.49 0.13
H -0.48 6.55 0.84
H 1.98 6.76 0.64
H 3.30 4.89 -0.26
H 4.46 3.90 -1.84
H 3.39 3.57 -3.22
H 4.67 2.42 -2.79
H 4.27 2.88 0.62
H 4.70 1.27 0.02
H 3.32 1.46 1.12
O -1.38 -5.49 -1.91
C -2.30 -4.70 -2.48
C -3.12 -5.26 -3.47
C -4.08 -4.50 -4.09
C -4.27 -3.16 -3.74
C -3.47 -2.60 -2.77
C -2.48 -3.36 -2.13
C -1.65 -2.72 -1.09
O -0.75 -3.41 -0.49
O -1.79 -1.51 -0.79
H -0.90 -4.93 -1.25
H -2.96 -6.30 -3.73
H -4.70 -4.95 -4.85
H -5.03 -2.57 -4.24
H -3.58 -1.57 -2.47
*
```

frontier orbital gap (spin up / spin down)	6.9 / 6.8	eV
energy relative to the best compared isomer or geometry (same formula, charge and spin)	0.0000	eV
<S²>	3.7598
E_LUMO (spin up / spin down)	-0.21 / -0.38	eV


Molecular formula: C25H27ClN4O7
Method: DFT, wB97M-V/def2-TZVPD

Geometry as ORCA input:
```
! RIJCOSX wB97M-V def2-TZVPD def2/J DEFGRID3
* xyz 0 1
C -4.22 0.05 2.17
H -4.66 -0.69 1.50
O -2.84 0.05 1.91
C -2.14 0.99 2.70
C -0.70 1.10 2.19
N -0.63 1.91 0.98
C -0.04 3.12 1.04
O 0.59 3.49 2.01
C -0.09 3.99 -0.22
H -0.48 4.97 0.03
H -0.66 3.53 -1.03
O 1.27 4.20 -0.64
C 1.85 3.15 -1.19
O 1.28 2.15 -1.51
C 3.36 3.33 -1.32
O 3.98 2.08 -1.48
C 3.64 1.08 -0.61
C 3.16 1.30 0.68
C 2.81 0.22 1.47
C 2.93 -1.07 0.98
C 3.44 -1.32 -0.29
C 3.80 -0.22 -1.07
H 4.19 -0.37 -2.06
C 3.57 -2.71 -0.81
H 2.61 -3.22 -0.77
H 4.26 -3.28 -0.19
H 3.94 -2.71 -1.83
Cl 2.41 -2.40 1.97
H 2.43 0.38 2.47
H 3.04 2.29 1.08
H 3.60 3.90 -2.22
H 3.74 3.88 -0.45
C -1.43 1.43 -0.09
C -1.03 0.30 -0.77
N 0.19 -0.24 -0.55
H 0.55 -0.91 -1.21
H 0.88 0.38 -0.15
N -1.89 -0.33 -1.63
C -3.17 0.14 -1.87
O -3.95 -0.44 -2.59
N -3.49 1.31 -1.25
C -2.73 2.01 -0.30
O -3.17 3.01 0.23
H -4.42 1.66 -1.42
C -1.52 -1.59 -2.25
C -1.10 -2.65 -1.26
C -0.20 -3.63 -1.65
C 0.21 -4.61 -0.76
C -0.28 -4.62 0.53
C -1.18 -3.64 0.93
C -1.59 -2.66 0.04
H -2.28 -1.90 0.37
H -1.56 -3.63 1.94
H 0.04 -5.37 1.23
H 0.90 -5.37 -1.08
H 0.19 -3.63 -2.66
H -0.73 -1.42 -2.99
H -2.41 -1.92 -2.79
H -0.08 1.59 2.94
H -0.33 0.10 1.98
H -2.63 1.98 2.64
H -2.14 0.67 3.75
H -4.66 1.03 1.96
H -4.43 -0.23 3.21
*
```

frontier orbital gap	8.8	eV
structure (SMILES)	COCCN(C(=O)COC(=O)COc1ccc(Cl)c(C)c1)c1c(N)n(Cc2ccccc2)c(=O)[nH]c1=O
E_LUMO	0.56	eV


Molecular formula: C4H7ClN2
Method: DFT, wB97M-V/def2-TZVPD

Geometry as ORCA input:
```
! RIJCOSX wB97M-V def2-TZVPD def2/J DEFGRID3
* xyz 0 1
C 0.40 0.70 -0.09
C -0.71 -0.24 0.45
C 0.85 0.99 -1.44
C -0.48 -1.52 1.12
N -0.36 1.70 0.64
N -1.22 0.91 1.14
Cl -1.88 -0.45 -0.94
H 1.84 0.42 0.70
H 0.93 -0.03 -1.94
H 1.78 1.46 -1.52
H 0.20 1.70 -1.86
H 0.52 -1.59 1.47
H -0.69 -2.33 0.43
H -1.17 -1.72 1.84
*
```

frontier orbital gap	9.8	eV
energy relative to the best compared isomer or geometry (same formula, charge and spin)	5.2228	eV
E_LUMO	-0.29	eV


Number 1: largest force on an atom 4.56 eV Å⁻¹. Number 2: largest force on an atom 1.23 eV Å⁻¹. Number 3: largest force on an atom 3.70 eV Å⁻¹. Number 4: largest force on an atom 1.02 eV Å⁻¹. Number 5: largest force on an atom 0.26 eV Å⁻¹. Number 6: largest force on an atom 4.80 eV Å⁻¹. Number 7: largest force on an atom 1.54 eV Å⁻¹. Number 8: largest force on an atom 6.20 eV Å⁻¹. Number 9: largest force on an atom 0.10 eV Å⁻¹. Number 10: largest force on an atom 0.82 eV Å⁻¹. Number 11: largest force on an atom 5.35 eV Å⁻¹.